1.
Computed, not measured: a 3-piece molecular cluster, C17H37F3NO7S overall at a distorted geometry, with ωB97M-V/def2-TZVPD.

Positions of all 66 atoms, in Å:
C1 3.17515 2.28424 -0.90853
C2 2.04786 3.29086 -1.13917
O1 1.16529 2.86494 -2.18330
C3 -0.09945 2.40240 -1.81576
C4 -1.10941 3.18950 -2.65455
N1 -2.52286 2.74568 -2.42329
C5 -2.87864 1.29267 -2.67007
C6 -3.61428 0.84855 -1.41177
C7 -4.27328 2.14592 -0.89345
S1 -5.70197 2.49728 -1.88940
O2 -6.44923 1.29408 -2.12244
O3 -5.20365 3.29522 -2.99102
C8 -6.78254 3.58786 -0.83980
F1 -7.95852 3.61557 -1.40320
F2 -6.27047 4.80540 -0.77613
F3 -6.85230 3.07435 0.37602
C9 -3.13265 3.13819 -1.10413
H1 3.43325 2.22488 0.14971
H2 4.06077 2.55372 -1.48293
H3 2.86124 1.29515 -1.25226
H4 1.49304 3.47826 -0.21455
H5 2.46043 4.25175 -1.45696
H6 -0.19028 1.32991 -2.03561
H7 -0.30195 2.52420 -0.74490
H8 -1.03774 4.25008 -2.41574
H9 -0.89540 3.01806 -3.71114
H10 -3.07853 3.25018 -3.12148
H11 -2.02905 0.66593 -2.92801
H12 -3.57387 1.29801 -3.50863
H13 -2.94572 0.48365 -0.62627
H14 -4.28962 0.03414 -1.66870
H15 -4.46365 2.00663 0.17228
H16 -3.36691 4.20047 -1.07746
H17 -2.40740 2.87895 -0.32978
C10 -1.22825 -3.34388 3.06300
O4 -0.05087 -2.57587 2.87255
C11 0.25788 -2.31131 1.51935
C12 -0.21067 -0.94388 1.07202
O5 -1.62433 -0.78021 1.12494
C13 -2.07768 -0.17764 2.32720
H18 -1.55073 -3.19832 4.09223
H19 -2.03074 -3.03245 2.39068
H20 -1.02401 -4.40699 2.90487
H21 -0.15391 -3.09050 0.86958
H22 1.34738 -2.33885 1.42127
H23 0.08863 -0.80669 0.02762
H24 0.27800 -0.16664 1.66941
H25 -1.95575 0.91318 2.28724
H26 -1.54169 -0.55763 3.19676
H27 -3.13600 -0.41181 2.43660
C14 5.00288 -1.78347 1.38967
O6 4.42885 -2.74279 0.51913
C15 5.38844 -3.51058 -0.19156
C16 5.69347 -4.83821 0.46968
O7 6.26682 -4.69496 1.75466
C17 5.33745 -4.79962 2.81855
H28 4.24726 -1.51210 2.12656
H29 5.87509 -2.18026 1.91118
H30 5.29752 -0.88496 0.83530
H31 6.31012 -2.93476 -0.32337
H32 4.97148 -3.70879 -1.18317
H33 6.42237 -5.36610 -0.15181
H34 4.78843 -5.45309 0.52117
H35 5.11924 -5.84986 3.03869
H36 4.40267 -4.28106 2.59511
H37 5.79293 -4.34656 3.69731

## Properties
HOMO level = -10.784 eV
HOMO-LUMO gap = 0.303 Ha
lowest unoccupied orbital energy = -2.53 eV
charge = +1

Atom charges from the Löwdin analysis, given in e for atoms 1 to 4: atom 1 (C): -0.056, atom 2 (C): -0.235, atom 3 (O): -0.136, atom 4 (C): -0.215

2.
Computed, not measured: C17H37F5NO10S2 as an isolated structure at a distorted geometry, with ωB97M-V/def2-TZVPD.

Positions of all 72 atoms, in Å:
C1 3.43948 0.99485 -0.06550
C2 3.45311 2.08455 1.08613
F1 4.84673 2.34236 1.34978
C3 2.81995 3.42117 0.56714
S1 0.97486 3.41103 0.71798
O1 0.63429 2.05021 1.23328
O2 0.64793 4.50684 1.66130
N1 0.44926 3.70673 -0.84692
S2 -1.22387 3.81651 -0.93757
O3 -1.79046 5.08532 -0.41083
O4 -1.54845 3.77902 -2.39285
C4 -2.06032 2.31577 -0.23325
F2 -3.27972 2.18245 -0.87746
F3 -1.32777 1.18503 -0.55270
C5 -2.34049 2.30979 1.32045
F4 -3.69967 2.02373 1.52816
F5 -2.06892 3.48036 1.96667
H1 2.60029 1.23212 -0.76428
H2 3.31201 -0.01041 0.40925
H3 4.38707 1.04653 -0.65648
H4 2.99717 1.70505 2.03013
H5 3.22853 4.33169 1.07730
H6 3.10513 3.50535 -0.51946
H7 -1.76220 1.48283 1.80086
C6 1.54757 -4.35990 -0.40735
O5 0.58631 -3.90146 0.52695
C7 0.98309 -2.69012 1.16686
C8 0.26007 -1.48811 0.58213
O6 0.66781 -1.23926 -0.75636
C9 -0.28326 -1.67641 -1.71502
H8 1.09879 -5.16801 -0.98618
H9 1.85459 -3.56610 -1.09296
H10 2.42531 -4.75231 0.11897
H11 2.06859 -2.55610 1.10838
H12 0.71106 -2.78466 2.22309
H13 0.52706 -0.60032 1.16587
H14 -0.82518 -1.61650 0.64379
H15 -1.15338 -1.01384 -1.70527
H16 -0.60086 -2.70744 -1.53766
H17 0.18322 -1.62160 -2.69953
C10 6.44290 -0.96114 1.97345
O7 5.19327 -1.60711 1.78399
C11 5.33265 -2.99087 1.48750
C12 5.02612 -3.84973 2.70332
O8 6.00933 -3.68311 3.71941
C13 5.56052 -2.85089 4.77730
H18 6.25136 0.03272 2.37819
H19 7.07895 -1.50979 2.67302
H20 6.95804 -0.85362 1.01325
H21 6.33234 -3.20846 1.09795
H22 4.60645 -3.22333 0.70137
H23 5.05258 -4.90302 2.40405
H24 4.02453 -3.63490 3.08859
H25 4.81506 -3.37917 5.38068
H26 5.13818 -1.91503 4.40472
H27 6.41761 -2.61751 5.41006
C14 -7.98851 2.73455 -4.29952
O9 -8.43393 2.20280 -3.06237
C15 -8.58173 0.78807 -3.09690
C16 -7.41688 0.09242 -2.41100
O10 -6.21003 0.26203 -3.14038
C17 -5.35266 1.24097 -2.55949
H28 -7.71821 3.77861 -4.14102
H29 -7.11381 2.19988 -4.67701
H30 -8.79573 2.69008 -5.03917
H31 -8.69521 0.43200 -4.12609
H32 -9.50299 0.55106 -2.55417
H33 -7.62210 -0.98359 -2.37922
H34 -7.30518 0.44388 -1.38062
H35 -4.91361 0.85290 -1.63902
H36 -5.88461 2.17184 -2.35197
H37 -4.54948 1.45079 -3.26567

## Properties
HOMO level = -6.197 eV
energy relative to the best compared isomer or geometry (same formula, charge and spin) = 0.0 kcal per mole
HOMO-LUMO gap = 0.314 Ha
lowest unoccupied orbital energy = 2.36 eV
charge = -1

Atom charges from the Löwdin analysis, given in e for atoms 1 to 4: atom 1 (C): -0.036, atom 2 (C): -0.346, atom 3 (F): -0.096, atom 4 (C): -0.186

3.
Computed, not measured: C17H37InNSi4 as an isolated structure at a distorted geometry, with ωB97M-V/def2-TZVPD.

Positions of all 60 atoms, in Å:
C1 -0.82597 2.20052 0.71324
C2 -0.37789 2.38335 -0.63039
C3 1.03801 2.19359 -0.65882
C4 1.45697 1.88720 0.67777
C5 0.30737 1.89399 1.51827
In1 0.16759 -0.42158 -0.27372
C6 -0.82994 -0.49655 -2.32244
C7 -1.98780 -0.37695 -1.59796
C8 -3.23142 -0.31488 -1.19386
N1 -1.03779 -1.28081 1.18176
H1 1.68366 2.32274 -1.51887
H2 -0.99868 2.66281 -1.47386
H3 2.48413 1.72357 0.99510
H4 0.30122 1.70141 2.59107
H5 -1.84726 2.30943 1.05452
H6 -0.44797 0.36325 -2.89751
H7 -1.95550 -1.50110 1.60894
H8 -0.35159 -1.46538 -2.57398
H9 -4.11272 -0.37126 -1.85483
H10 -3.48982 -0.19239 -0.13288
C9 3.38962 -1.69782 -2.53417
Si1 3.78548 -1.53708 -0.69164
C10 5.09294 -2.79151 -0.16165
C11 4.46461 0.20517 -0.40816
Si2 1.87067 -1.99381 0.54266
Si3 0.97343 -4.06148 0.04734
C12 2.24109 -5.37954 0.50272
C13 -0.60276 -4.33503 1.03839
C14 0.57105 -4.25390 -1.78302
Si4 2.21918 -1.73239 2.81462
C15 3.22852 -3.20959 3.42961
C16 3.17743 -0.16556 3.25144
C17 0.56427 -1.68686 3.71897
H11 4.31825 -1.45934 -3.06821
H12 2.62714 -0.98000 -2.84976
H13 3.06215 -2.70473 -2.80767
H14 5.98716 -2.55661 -0.75231
H15 5.34318 -2.69136 0.89861
H16 4.78864 -3.82302 -0.36285
H17 3.78290 0.97997 -0.76964
H18 4.69077 0.40426 0.64258
H19 5.39550 0.26828 -0.98714
H20 2.50643 -5.37361 1.56118
H21 1.75134 -6.33031 0.26509
H22 3.15514 -5.30070 -0.08936
H23 -1.37623 -3.60538 0.77203
H24 -0.93546 -5.34868 0.77939
H25 -0.43995 -4.27186 2.11625
H26 -0.21102 -3.56195 -2.10940
H27 1.44786 -4.13144 -2.42454
H28 0.19846 -5.28212 -1.88218
H29 4.18912 -3.30301 2.91843
H30 3.42062 -3.01162 4.49102
H31 2.68548 -4.15269 3.33128
H32 2.63336 0.74812 3.00020
H33 3.31733 -0.20127 4.33944
H34 4.15843 -0.12834 2.77157
H35 -0.03679 -0.82732 3.41372
H36 -0.03217 -2.58423 3.54166
H37 0.80273 -1.60709 4.78826

## Properties
HOMO level (alpha / beta) = -2.629 / -2.628 eV
HOMO-LUMO gap (alpha / beta) = 0.187 / 0.187 Ha
lowest unoccupied orbital energy (alpha / beta) = 2.46 / 2.46 eV
charge = -1

Atom charges from the Löwdin analysis, given in e for atoms 1 to 4: atom 1 (C): -0.199, atom 2 (C): -0.228, atom 3 (C): -0.228, atom 4 (C): -0.245

4.
Computed, not measured: C17H37N2O13S2 as an isolated structure, with ωB97M-V/def2-TZVPD.

Positions of all 71 atoms, in Å:
N1 -2.43495 -0.56765 0.66640
C1 -2.02643 -1.60269 1.56365
S1 -0.24610 -1.59567 1.99974
O1 0.29391 -0.35445 1.47016
O2 0.29676 -2.80897 1.42513
N2 -0.10467 -1.71526 3.60777
S2 -0.52520 -0.40801 4.40465
O3 -1.73549 0.22589 3.92914
O4 -0.43339 -0.65802 5.81504
O5 0.64208 0.66398 4.12766
H1 -2.50814 0.32658 1.12538
H2 -1.82669 -0.51166 -0.13520
H3 -2.19577 -2.57862 1.10923
H4 -2.60625 -1.56842 2.47960
H5 0.40546 1.19306 3.35741
O6 -4.97561 0.89601 -0.75926
C2 -5.02870 0.40908 -1.85183
O7 -4.75243 -0.90467 -1.99365
C3 -4.93873 -1.60552 -3.22260
C4 -3.74873 -1.46454 -4.14877
C5 -5.31755 1.23506 -3.08625
H6 -5.86905 -1.30068 -3.70612
H7 -5.05977 -2.64664 -2.92604
H8 -3.59763 -0.42886 -4.45148
H9 -3.89653 -2.06255 -5.04879
H10 -2.84395 -1.80416 -3.64432
H11 -4.39457 1.70243 -3.42497
H12 -6.02527 2.01408 -2.81206
H13 -5.75100 0.67731 -3.91164
O8 7.31308 -0.13098 6.25074
C6 6.17680 -0.07923 5.84233
O9 5.73875 1.05948 5.30192
C7 4.45197 1.16723 4.65649
C8 3.35143 1.45880 5.65323
C9 5.22516 -1.24171 6.00010
H14 4.25330 0.28845 4.05599
H15 4.55996 2.00249 3.96651
H16 3.23527 0.64986 6.37472
H17 2.39841 1.58795 5.14589
H18 3.58340 2.36741 6.21414
H19 4.79171 -1.20214 6.99875
H20 5.79643 -2.16253 5.90459
H21 4.42589 -1.26493 5.26507
O10 -5.38443 0.89874 -6.58972
C10 -5.88850 1.94141 -6.90218
O11 -5.75788 2.99766 -6.07818
C11 -6.15151 4.32569 -6.43193
C12 -7.62167 4.57380 -6.16603
C13 -6.72861 2.06616 -8.15371
H22 -5.87463 4.54575 -7.46421
H23 -5.54548 4.96807 -5.79592
H24 -8.25572 3.93013 -6.77598
H25 -7.87497 5.61156 -6.38409
H26 -7.85145 4.37071 -5.12041
H27 -7.73607 1.71850 -7.92886
H28 -6.29680 1.41878 -8.91217
H29 -6.78286 3.07260 -8.56134
O12 5.65356 -0.85118 2.66898
C14 6.69381 -1.37138 2.37807
O13 6.73397 -2.15738 1.28111
C15 7.94797 -2.69828 0.76540
C16 8.33017 -3.99422 1.45084
C17 7.91523 -1.23402 3.25409
H30 8.74943 -1.95868 0.80916
H31 7.74121 -2.88156 -0.28801
H32 8.52547 -3.84305 2.51243
H33 9.22583 -4.41604 0.99260
H34 7.51823 -4.71559 1.36258
H35 7.83574 -1.95511 4.06644
H36 7.92118 -0.23702 3.68414
H37 8.86162 -1.38262 2.73845

## Properties
HOMO level = -5.288 eV
HOMO-LUMO gap = 0.254 Ha
lowest unoccupied orbital energy = 1.64 eV
charge = -1

Atom charges from the Löwdin analysis, given in e for atoms 1 to 4: atom 1 (N): -0.004, atom 2 (C): -0.335, atom 3 (S): 0.519, atom 4 (O): -0.369

5.
Computed, not measured: C17H37N2OPRbS4Sb3 as an isolated structure, with ωB97M-V/def2-TZVPD.

Positions of all 66 atoms, in Å:
Rb1 0.63596 0.87118 1.94322
C1 -3.78337 0.97708 -1.01566
Sb1 -1.81294 0.26854 -0.48542
C2 -2.42930 -0.48349 1.43350
C3 -2.09193 -1.66651 -1.42672
C4 -1.66674 -1.70208 -2.85604
C5 -2.56057 -1.28417 -3.83863
C6 -2.21174 -1.22946 -5.18111
C7 -0.92931 -1.60806 -5.55191
C8 -0.03331 -2.03951 -4.58882
C9 -0.36072 -2.10213 -3.22621
C10 0.65477 -2.52654 -2.25293
Sb2 1.74983 -0.81880 -1.03044
C11 3.55809 -1.89041 -1.39425
C12 1.71263 0.38168 -2.82464
H1 -3.82156 1.24446 -2.07180
H2 -4.01247 1.85939 -0.41640
H3 -4.51829 0.19672 -0.80997
H4 -3.42509 -0.91665 1.31147
H5 -2.46831 0.31013 2.17993
H6 -1.74552 -1.26848 1.75479
H7 -3.15600 -1.89394 -1.32025
H8 -1.53535 -2.36445 -0.80065
H9 -3.56055 -0.98860 -3.53353
H10 -2.93018 -0.89666 -5.92131
H11 -0.62274 -1.57320 -6.59171
H12 0.96593 -2.34107 -4.88504
H13 1.46875 -3.05356 -2.75154
H14 0.25104 -3.14794 -1.45148
H15 3.90057 -1.66880 -2.40699
H16 3.36882 -2.95895 -1.29273
H17 4.29808 -1.57039 -0.66563
H18 2.17169 -0.16986 -3.64633
H19 2.26860 1.29978 -2.63876
H20 0.68130 0.61348 -3.09481
N1 0.18943 -1.35724 4.09558
C13 -0.40992 -2.68550 4.06451
C14 0.21685 -3.54091 2.97613
N2 0.06600 -2.92689 1.66073
H21 1.17568 -1.38564 3.81141
H22 0.15104 -0.94029 5.01528
H23 -1.48637 -2.59886 3.86445
H24 -0.29860 -3.23189 5.01471
H25 -0.30122 -4.50664 2.97678
H26 1.26936 -3.72182 3.22705
H27 0.32473 -3.60596 0.95232
H28 0.78000 -2.20187 1.57661
S1 3.04972 1.97131 3.69125
Sb3 4.09538 0.50374 2.17907
S2 3.46360 1.30513 0.02174
S3 3.05350 -1.58971 2.32358
S4 6.36789 0.39859 2.36820
C15 0.46821 4.60112 3.13327
P1 -0.27484 4.08409 1.58377
C16 -1.31092 5.46636 1.04514
C17 1.07887 3.99952 0.41686
O1 -1.07455 2.82367 1.71217
H29 0.94021 5.58059 3.03043
H30 1.24473 3.87463 3.40700
H31 -0.29365 4.64121 3.91291
H32 -0.73799 6.39380 1.00266
H33 -2.14165 5.58304 1.74182
H34 -1.71709 5.24979 0.05636
H35 1.51979 4.99400 0.31492
H36 0.71433 3.66345 -0.55608
H37 1.86741 3.30044 0.72817

## Properties
HOMO level = -1.310 eV
energy relative to the best compared isomer or geometry (same formula, charge and spin) = 9.0 kcal per mole
HOMO-LUMO gap = 0.176 Ha
lowest unoccupied orbital energy = 3.48 eV
charge = -2

Atom charges from the Löwdin analysis, given in e for atoms 1 to 4: atom 1 (Rb): 0.394, atom 2 (C): -0.354, atom 3 (Sb): 1.292, atom 4 (C): -0.345

6.
Computed, not measured: a 2-piece molecular cluster, C17H37NO6PS2 overall at a distorted geometry, with ωB97M-V/def2-TZVPD.

Positions of all 64 atoms, in Å:
O1 3.54799 -7.18823 -1.12170
C1 2.89565 -6.30247 -0.59790
O2 3.18536 -5.76489 0.54226
S1 1.40386 -5.50548 -1.43662
O3 1.14927 -6.16093 -2.71846
O4 1.84585 -4.10753 -1.74110
N1 0.17343 -5.37768 -0.32246
S2 -1.18670 -6.26141 -0.50829
O5 -1.34345 -7.14403 -1.66066
O6 -1.39641 -7.06627 0.71879
H1 -2.25710 -5.36514 -0.50638
C2 -3.10763 3.96482 -1.21053
C3 -2.62617 2.62685 -1.75855
C4 -2.82241 1.46508 -0.78507
C5 -1.83255 1.40288 0.38536
P1 -0.21320 0.70249 0.09080
C6 -0.44844 -0.87550 -0.73927
C7 -1.44976 -1.89488 -0.20134
C8 -1.03496 -2.69440 1.03067
C9 0.34737 -3.30474 0.91924
C10 0.58343 0.29606 1.63369
C11 0.85836 1.33960 2.72050
C12 2.10611 2.21181 2.57107
C13 3.35869 1.47849 2.10736
C14 0.81697 1.58316 -1.08120
C15 1.50180 2.92723 -0.82226
C16 0.62390 4.07917 -0.32329
C17 0.27318 5.08086 -1.41908
H2 -2.59713 4.23406 -0.28278
H3 -2.92362 4.75843 -1.93739
H4 -4.18093 3.93749 -1.01087
H5 -1.58382 2.70621 -2.06854
H6 -3.19437 2.41254 -2.66881
H7 -2.77223 0.53175 -1.35059
H8 -3.83636 1.51986 -0.37928
H9 -2.28770 0.75677 1.14573
H10 -1.75405 2.37821 0.87133
H11 0.53586 -1.34117 -0.86659
H12 -0.77021 -0.62078 -1.75679
H13 -1.64139 -2.60944 -1.00761
H14 -2.41289 -1.41164 0.00516
H15 -1.76562 -3.49901 1.17397
H16 -1.10798 -2.08221 1.94002
H17 0.40976 -3.98574 -0.00152
H18 0.56990 -3.90741 1.80069
H19 1.12852 -2.53504 0.84413
H20 1.47679 -0.29881 1.43213
H21 -0.11014 -0.39981 2.11334
H22 0.96542 0.79742 3.66502
H23 -0.01653 1.98733 2.84305
H24 2.31599 2.67563 3.54008
H25 1.89116 3.04703 1.90266
H26 3.64578 0.70120 2.81891
H27 4.19123 2.17930 2.01730
H28 3.22563 1.01269 1.12861
H29 0.25381 1.66429 -2.01550
H30 1.62673 0.88226 -1.31944
H31 2.00682 3.22882 -1.74515
H32 2.31563 2.76592 -0.11501
H33 1.16784 4.63060 0.44951
H34 -0.28540 3.71114 0.15182
H35 1.17151 5.58922 -1.77648
H36 -0.40697 5.84299 -1.03332
H37 -0.20345 4.59498 -2.27335

## Properties
HOMO level = -3.809 eV
HOMO-LUMO gap = 0.186 Ha
lowest unoccupied orbital energy = 1.26 eV
charge = -1

Atom charges from the Löwdin analysis, given in e for atoms 1 to 4: atom 1 (O): -0.028, atom 2 (C): -0.743, atom 3 (O): -0.138, atom 4 (S): 0.644